Record 1
The following is a quantum chemistry calculation of 2 unconnected molecules or ions with the total composition C8H14O, from the Open Molecules 2025 dataset.

Output
- structure (SMILES) = COC(C)C.C#CC=C
- E_tot (a.u.) = -388.26682
- LUMO (eV) = 0.92

Each atom is followed by the atoms it is bonded to, with distances in Å.
CARTESIAN COORDINATES (ANGSTROEM)
1 C -0.932 -0.932 -2.032  O2 1.417, H6 1.097, H7 1.094, H8 1.092
2 O -0.349 -0.278 -0.918  C1 1.417, C3 1.746
3 C -1.039 -0.661 0.640  O2 1.746, C4 1.508, C5 1.482, H9 1.090
4 C -1.810 0.556 1.086  C3 1.508, H10 1.087, H11 1.087, H12 1.093
5 C -0.015 -1.168 1.583  C3 1.482, H13 1.115, H14 1.087, H15 1.090
6 H -0.394 -1.858 -2.267  C1 1.097
7 H -1.985 -1.160 -1.845  C1 1.094
8 H -0.907 -0.297 -2.921  C1 1.092
9 H -1.705 -1.449 0.288  C3 1.090
10 H -1.142 1.295 1.519  C4 1.087
11 H -2.354 0.999 0.256  C4 1.087
12 H -2.538 0.260 1.845  C4 1.093
13 H 0.869 -0.490 1.639  C5 1.115
14 H 0.328 -2.163 1.313  C5 1.087
15 H -0.400 -1.173 2.602  C5 1.090
16 C 2.891 0.311 1.260  C17 1.220, H20 1.059
17 C 2.327 1.031 0.453  C16 1.220, C18 1.385
18 C 1.448 1.685 -0.394  C17 1.385, C19 1.386, H21 1.083
19 C 0.985 1.069 -1.545  C18 1.386, H22 1.084, H23 1.084
20 H 3.665 -0.212 1.760  C16 1.059
21 H 0.986 2.599 -0.042  C18 1.083
22 H 1.644 0.358 -2.033  C19 1.084
23 H 0.427 1.678 -2.247  C19 1.084

Record 2
The following is a quantum chemistry calculation of a single C3H6Cl4P2 molecule, from the Open Molecules 2025 dataset.

Output
- structure (SMILES) = ClCP(Cl)CCP(Cl)Cl
- E_tot (a.u.) = -2641.34141
- LUMO (eV) = 0.33

Each atom is followed by the atoms it is bonded to, with distances in Å.
CARTESIAN COORDINATES (ANGSTROEM)
1 Cl 4.748 0.121 1.840  C2 1.590
2 C 3.266 -0.436 1.693  Cl1 1.590, P3 2.178, H10 1.112, H11 1.154
3 P 2.508 -0.821 -0.312  C2 2.178, Cl4 2.069, C5 1.905
4 Cl 3.021 0.961 -1.228  P3 2.069
5 C 0.666 -0.733 0.166  P3 1.905, C6 1.791, H12 1.137, H13 1.095
6 C -0.300 0.770 0.276  C5 1.791, P7 1.808, H14 1.160, H15 1.027
7 P -0.196 1.428 1.957  C6 1.808, Cl8 2.041, Cl9 1.995
8 Cl -2.029 2.321 1.871  P7 2.041
9 Cl -0.672 0.127 3.392  P7 1.995
10 H 3.113 -1.261 2.422  C2 1.112
11 H 2.430 0.243 2.106  C2 1.154
12 H 0.118 -1.028 -0.785  C5 1.137
13 H 0.100 -1.467 0.749  C5 1.095
14 H -1.332 0.241 0.226  C6 1.160
15 H -0.042 1.633 -0.219  C6 1.027

Looking at max |F| for the records above, in order, we have 3.70 7.58 eV Å⁻¹.
Looking at ΔE to the lowest compared entry with this formula, charge and spin for the records above, in order, we have 4.766 1.228 eV.